1) One molecule with the formula C4H3NO2. Source: the OMol25 dataset; level of theory: ωB97M-V with the def2-TZVPD basis set.

## Properties
Spin multiplicity   1
HOMO   -11.1 eV
Orbital gap   10.271 eV
Structure (SMILES)   N#CC(=O)[C@H]1CO1

Element x y z (Å)
O  -1.11673  -1.26940  0.47192
O  1.49193  -0.49702  0.60475
N  -1.98152  -0.41225  -2.67480
C  -0.62945  -0.63906  -0.43344
C  0.73937  0.55265  1.23591
C  -1.33228  -0.57699  -1.73661
C  0.51922  0.17756  -0.12897
H  0.19598  0.28115  2.14586
H  0.87794  0.88301  -0.94031
H  1.23553  1.50036  1.45569

These are the natural (NBO) partial charges, in e, on atoms 1 to 5:
1. O -0.4294
2. O -0.4314
3. N -0.2294
4. C 0.4547
5. C -0.0832

***

2) A 2-piece molecular cluster, C4H3NO2 overall. Source: the OMol25 dataset; level of theory: ωB97M-V with the def2-TZVPD basis set.

## Properties
Spin multiplicity   1
HOMO (spin up / spin down)   -10.7 / -10.9 eV
Orbital gap (spin up / spin down)   7.719 / 7.954 eV

Element x y z (Å)
O  1.02421  1.48834  2.38764
O  0.72181  -0.31518  -1.45684
N  -3.14019  -1.65443  -1.95914
C  -0.07725  0.22672  0.73869
C  -2.14389  -1.13370  -1.77651
C  1.06178  0.86500  1.39259
C  -0.10750  -0.25671  -0.46328
H  1.65028  -0.09807  -1.28257
H  1.95195  0.61381  0.91932
H  -0.94120  0.26423  1.50011

These are the natural (NBO) partial charges, in e, on atoms 1 to 5:
1. O -0.4534
2. O -0.6563
3. N -0.4778
4. C -0.5708
5. C 0.1283

***

What should be chosen as the most stable of them? Choose 1).

***

1) One molecule with the formula C4H3NO2. Source: the OMol25 dataset; level of theory: ωB97M-V with the def2-TZVPD basis set.

## Properties
Spin multiplicity   1
HOMO   -10.5 eV
Orbital gap   10.668 eV
Structure (SMILES)   O=Cc1ccon1

Element x y z (Å)
O  1.59404  -1.05834  -0.00724
O  -2.33196  0.98222  -0.82427
N  0.38830  -1.20248  -0.62209
C  0.35166  0.63524  0.70476
C  -0.35208  -0.19425  -0.22371
C  1.56489  0.04149  0.76151
C  -1.67873  -0.02964  -0.88155
H  -1.99336  -0.90952  -1.47670
H  0.01395  1.44951  1.32107
H  2.47558  0.29340  1.28215

These are the natural (NBO) partial charges, in e, on atoms 1 to 5:
1. O -0.2587
2. O -0.4902
3. N -0.0767
4. C -0.3355
5. C 0.0083

***

2) One molecule with the formula C4H3NO2. Source: the OMol25 dataset; level of theory: ωB97M-V with the def2-TZVPD basis set.

## Properties
Spin multiplicity   1
HOMO   -10.7 eV
Orbital gap   9.864 eV
Structure (SMILES)   N#C/C=C/C(=O)O

Element x y z (Å)
O  2.06648  -1.02338  -0.11344
O  1.62485  1.24643  -0.17031
N  -3.38536  -0.45893  -0.10114
C  1.35282  0.05577  0.06844
C  -0.93607  0.71904  0.03442
C  -2.36738  0.15380  -0.11568
C  -0.03702  -0.21460  0.24585
H  -1.03534  1.92276  0.25210
H  -0.48972  -1.36436  -0.12180
H  3.20674  -1.03651  0.02156

These are the natural (NBO) partial charges, in e, on atoms 1 to 5:
1. O -0.6776
2. O -0.5723
3. N -0.3062
4. C 0.7203
5. C -0.1902

***

3) One molecule with the formula C4H3NO2. Source: the OMol25 dataset; level of theory: ωB97M-V with the def2-TZVPD basis set.

## Properties
Spin multiplicity   1
HOMO   -9.3 eV
Orbital gap   8.270 eV

Element x y z (Å)
O  -2.13274  0.93790  -1.29343
O  2.08401  -1.12918  0.36538
N  -0.31420  -0.77062  -1.45427
C  0.04103  -0.09528  -0.51849
C  0.45678  0.52779  0.58051
C  1.67238  -0.14961  0.96988
C  -1.75554  -0.14506  -0.98930
H  2.23266  0.30683  1.79677
H  -2.29637  -0.90938  -0.43530
H  0.01199  1.42660  0.97825

These are the natural (NBO) partial charges, in e, on atoms 1 to 5:
1. O -0.4341
2. O -0.5733
3. N -0.3901
4. C 0.5232
5. C -0.6152

***

What should be chosen as the most stable of them? Choose 1).

***

1) A 2-piece molecular cluster, C4H3NO2 overall. Source: the OMol25 dataset; level of theory: ωB97M-V with the def2-TZVPD basis set.

## Properties
Spin multiplicity   1
HOMO   -9.4 eV
Orbital gap   9.703 eV
Structure (SMILES)   N=C=C=C=O.C=O

Element x y z (Å)
O  1.30312  0.25509  0.96696
O  -0.48991  -3.17094  -0.33024
N  -0.27370  1.52249  -1.57764
C  -0.57422  -0.86922  -1.18614
C  -0.33506  0.37288  -1.39604
C  0.59083  0.51474  1.90449
C  -0.47582  -2.00504  -0.68956
H  -0.21474  1.21545  1.79851
H  -0.12169  2.15556  -2.36524
H  0.59120  0.00899  2.87491

These are the natural (NBO) partial charges, in e, on atoms 1 to 5:
1. O -0.4963
2. O -0.5079
3. N -0.6346
4. C -0.6119
5. C 0.5813

***

2) One molecule with the formula C4H3NO2. Source: the OMol25 dataset; level of theory: ωB97M-V with the def2-TZVPD basis set.

## Properties
Spin multiplicity   1
HOMO   -10.9 eV
Orbital gap   10.729 eV
Structure (SMILES)   N#CC(C=O)C=O

Element x y z (Å)
O  -0.75631  -0.91675  1.92324
O  1.40942  -0.34451  -1.96980
N  -0.35230  2.14122  1.24169
C  1.09877  0.21284  -0.95544
C  -0.28266  0.01849  -0.25119
C  -0.45417  1.24585  0.52076
C  -0.59633  -1.12997  0.75308
H  -0.98676  -0.11983  -1.08123
H  -0.79230  -2.12616  0.32332
H  1.71265  1.01882  -0.50443

These are the natural (NBO) partial charges, in e, on atoms 1 to 5:
1. O -0.4580
2. O -0.4715
3. N -0.2696
4. C 0.4603
5. C -0.5439

***

What should be chosen as the most stable of them? Choose 2).

***

1) A 7-piece molecular cluster, C28H42O21 overall. Source: the OMol25 dataset; level of theory: ωB97M-V with the def2-TZVPD basis set.

## Properties
Spin multiplicity   1
HOMO   -10.8 eV
Orbital gap   11.263 eV
Structure (SMILES)   C[C@H]1COC(=O)O1.C[C@H]1COC(=O)O1.C[C@H]1COC(=O)O1.C[C@H]1COC(=O)O1.C[C@H]1COC(=O)O1.C[C@H]1COC(=O)O1.C[C@H]1COC(=O)O1

Element x y z (Å)
O  -9.72139  7.01059  6.85858
O  7.26709  -7.02265  3.01594
O  -1.83465  -0.90624  0.14948
O  -0.03986  0.03765  -0.77092
O  -11.41107  -4.59373  0.44492
O  -9.57038  7.01953  4.61968
O  9.97685  5.74287  -5.71561
O  2.36100  -2.26894  -9.85874
O  5.77566  5.05742  6.29281
O  -1.39027  -1.24607  -1.94792
O  8.97930  7.47162  -6.72134
O  0.06205  -2.90841  -9.81845
O  7.56964  -4.89667  3.55682
O  1.64986  -3.97577  -8.60141
O  -10.26032  8.93000  5.73681
O  -9.75484  -4.86284  -0.95766
O  5.19569  3.87951  4.42410
O  4.04655  5.87447  5.08059
O  8.66004  -6.54344  4.72315
O  -11.20696  -6.56611  -0.54714
O  7.94321  6.34564  -5.07396
C  8.27615  5.35987  -4.10515
C  -2.44070  -2.16730  -1.63867
C  9.72534  5.00370  -4.49498
C  5.05413  4.91491  5.15564
C  -7.91606  5.29998  4.35250
C  3.56301  -2.68312  -9.21394
C  4.02279  6.53710  6.34244
C  -12.20816  -5.46008  1.27804
C  -13.60584  -4.75593  1.57306
C  -10.69360  -5.33356  -0.41347
C  3.52408  -5.36755  -8.75260
C  -9.95926  7.70999  5.73605
C  1.26537  -3.01590  -9.47727
C  5.40162  6.27254  6.88404
C  7.11741  4.30433  -3.98259
C  6.84990  -6.23712  1.85527
C  -2.80450  -1.83310  -0.21759
C  -1.06904  -0.54402  -0.87729
C  6.42136  7.38308  6.60212
C  -1.83732  -3.63231  -1.86154
C  7.91457  -6.15664  3.84617
C  6.67686  -4.87252  2.46730
C  -12.21005  -6.77995  0.46552
C  -9.21034  5.66302  4.96318
C  5.50257  -6.85983  1.28402
C  3.02985  -3.90012  -8.40046
C  -9.23503  5.72564  6.55884
C  8.95662  6.59880  -5.93152
H  3.07113  6.19831  6.75190
H  4.00528  -2.04102  -8.45226
H  7.45652  7.04921  6.67329
H  -7.06225  5.85268  4.74447
H  5.29759  -6.51544  0.27038
H  -14.36096  -5.42646  1.98329
H  -1.09693  -3.89340  -1.10539
H  -7.85263  4.21230  4.38451
H  4.75671  -6.84321  2.07871
H  -13.15833  -6.92840  -0.05105
H  5.81907  -7.89819  1.18524
H  5.59214  -4.78236  2.52516
H  -7.94512  5.58950  3.30206
H  -13.41629  -3.91707  2.24275
H  8.26161  5.82199  -3.11807
H  7.39868  3.66386  -3.14666
H  -1.50472  -3.81017  -2.88420
H  6.41216  8.22974  7.28856
H  7.00452  3.49901  -4.70841
H  -8.23942  5.47049  6.92183
H  -3.25926  -1.98610  -2.33524
H  9.71274  3.93718  -4.71967
H  7.59746  -6.22772  1.06208
H  -12.11323  -7.69866  1.04405
H  3.45799  -5.44150  -9.83807
H  -3.87091  -1.61856  -0.14790
H  7.06223  -4.06712  1.84206
H  6.14066  4.76299  -3.82868
H  10.37208  5.33479  -3.68246
H  4.58319  -5.40632  -8.49789
H  -11.52932  -5.56690  2.12412
H  5.51100  6.06364  7.94822
H  -10.04165  5.10853  4.52779
H  3.02013  -6.19849  -8.25899
H  3.05892  -3.63318  -7.34406
H  -2.59694  -4.39886  -1.70829
H  -9.92291  4.95885  6.91513
H  -13.99245  -4.23199  0.69894
H  4.34254  -2.92625  -9.93597
H  -2.59156  -2.57481  0.55223
H  3.96929  7.60661  6.13898
H  6.24230  7.92013  5.67066

These are the Löwdin partial charges, in e, on atoms 1 to 5:
1. O 0.0706
2. O 0.0723
3. O 0.0818
4. O 0.1661
5. O 0.0598

***

2) A 7-piece molecular cluster, C28H42O21 overall. Source: the OMol25 dataset; level of theory: ωB97M-V with the def2-TZVPD basis set.

## Properties
Spin multiplicity   1
HOMO   -10.5 eV
Orbital gap   9.874 eV
Structure (SMILES)   C[C@H]1COC(=O)O1.C[C@H]1COC(=O)O1.C[C@H]1COC(=O)O1.C[C@H]1COC(=O)O1.C[C@H]1COC(=O)O1.C[C@H]1COC(=O)O1.C[C@H]1COC(=O)O1

Element x y z (Å)
O  1.66874  -7.29299  2.27808
O  0.45148  -1.01743  -1.62861
O  -2.69190  -3.66669  -0.90176
O  1.79196  4.80487  3.92441
O  3.89627  -7.86857  2.52823
O  3.13787  -6.06593  1.18571
O  6.42248  -1.88894  -0.09041
O  -1.76133  7.83177  0.81863
O  5.19319  -1.48056  1.76497
O  -2.41231  -3.79019  -6.05403
O  -3.01453  9.03204  2.16222
O  0.35017  -0.29783  0.36773
O  -0.46529  4.98413  3.85895
O  7.48917  -1.69259  1.86405
O  -3.89789  7.96615  0.32100
O  -2.83176  -3.71750  -8.30746
O  -3.13262  -1.96707  -6.98535
O  0.94547  -2.51493  -0.01035
O  -1.53769  -5.16437  0.07508
O  -1.74893  -5.19549  -2.26896
O  0.48931  2.97410  3.37653
C  3.00780  -7.12798  1.98902
C  -0.21017  0.71525  -0.36060
C  -3.26890  7.37110  -0.80698
C  -1.93580  -4.70867  -1.14379
C  -2.43211  -2.84107  -4.93671
C  0.06569  6.32031  3.92568
C  6.45170  -1.65518  1.23950
C  0.61747  -1.36647  -0.36852
C  -1.53650  5.53681  -0.18721
C  1.81859  -5.41090  -0.53475
C  1.94648  -5.40812  1.02473
C  -1.12584  -2.65233  -4.33909
C  -1.92104  7.03025  -0.36777
C  4.34935  -1.28945  0.65289
C  -2.90494  8.34974  1.16499
C  5.13890  -1.77311  -0.54608
C  -0.08430  0.28311  -1.84215
C  -1.54311  -4.22885  1.05064
C  -3.98849  -3.58241  1.12492
C  -2.83857  -3.18463  -7.23050
C  0.65982  4.13588  3.68078
C  -3.07702  -1.56338  -5.60830
C  0.50085  2.01007  -0.03249
C  -0.74962  7.01303  5.09662
C  0.93851  -6.21352  1.68033
C  1.54962  6.15889  4.24862
C  -2.62832  -3.32098  0.47223
C  4.10690  0.18877  0.63714
H  2.18978  6.87247  3.72986
H  -0.00411  6.79590  2.94739
H  0.45757  -5.61205  2.45172
H  -3.22990  -3.11449  -4.24615
H  -0.05388  2.83320  -0.48286
H  -1.09790  0.13454  -2.21449
H  -4.46676  -4.56050  1.07302
H  4.69221  -2.68236  -0.94835
H  2.13051  -4.43013  1.46942
H  -0.48969  5.23595  -0.22908
H  0.24476  -6.57256  0.92014
H  1.01978  -4.72686  -0.82128
H  -1.91602  5.26161  0.79683
H  1.55676  2.16202  -0.25626
H  -1.85252  -4.54677  2.04628
H  -0.53266  8.05755  5.32027
H  0.29393  1.02391  -2.54661
H  3.58494  0.34964  -0.30613
H  -0.48896  6.47405  6.00747
H  -1.15925  -1.83266  -3.62137
H  -1.23569  7.49750  -1.07493
H  3.42327  -1.82724  0.85600
H  -1.82121  7.08492  4.91053
H  1.64733  -6.38930  -0.98364
H  -2.43329  -0.72510  -5.34187
H  3.25278  0.40223  1.27981
H  -4.79123  -3.02687  0.64006
H  -2.08362  5.02816  -0.98095
H  -2.55881  -2.23437  0.52271
H  -4.05706  -1.35796  -5.17770
H  -0.42223  -2.33025  -5.10675
H  4.91567  0.90890  0.76126
H  -3.33238  7.89394  -1.76129
H  -3.81771  6.44550  -0.98065
H  -0.83648  -3.55685  -3.80410
H  -1.26538  0.98011  -0.29364
H  2.82221  -5.03172  -0.72728
H  1.71115  6.23010  5.32423
H  5.13759  -1.00981  -1.32420
H  0.24653  2.13881  1.01957
H  -4.08414  -3.20915  2.14454
H  -0.54449  -3.79201  1.04681

These are the Löwdin partial charges, in e, on atoms 1 to 5:
1. O 0.0725
2. O 0.0766
3. O 0.0988
4. O 0.0760
5. O 0.0766

***

What should be chosen as the most stable of them? Choose 2).

***

1) A 2-piece molecular cluster, C2H4N2O2S overall. Source: the OMol25 dataset; level of theory: ωB97M-V with the def2-TZVPD basis set.

## Properties
Spin multiplicity   1
HOMO (spin up / spin down)   -11.7 / -9.6 eV
Orbital gap (spin up / spin down)   11.113 / 6.764 eV

Element x y z (Å)
S  -2.74232  -0.24678  -0.16313
O  -3.12226  1.12588  -0.29736
O  -3.74973  -1.25897  0.00883
N  -1.33034  -0.72403  -0.23579
N  0.22903  1.44485  0.39921
C  1.32275  0.93702  0.26062
C  1.72908  -0.46996  -0.04819
H  2.19613  1.58985  0.39283
H  2.48167  -0.47997  -0.83465
H  2.15890  -0.90648  0.85365
H  0.82709  -1.01142  -0.33601

These are the natural (NBO) partial charges, in e, on atoms 1 to 5:
1. S 2.1913
2. O -0.8020
3. O -0.8139
4. N -0.6462
5. N -0.1732

***

2) One molecule with the formula C2H4N2O2S. Source: the OMol25 dataset; level of theory: ωB97M-V with the def2-TZVPD basis set.

## Properties
Spin multiplicity   1
HOMO (spin up / spin down)   -8.8 / -9.6 eV
Orbital gap (spin up / spin down)   7.045 / 8.586 eV

Element x y z (Å)
S  0.82956  -1.00598  -2.81012
O  0.44339  -0.82070  -4.14884
O  -0.18544  -0.16311  -1.97876
N  1.18667  -0.49399  0.61499
N  -0.63543  0.25141  -0.80779
C  -0.66612  0.58832  1.59602
C  0.01661  -0.00429  0.38467
H  -1.80637  0.51753  1.48384
H  1.56617  -0.67481  1.52261
H  -0.24083  0.16416  2.39760
H  -0.50823  1.64146  1.74579

These are the natural (NBO) partial charges, in e, on atoms 1 to 5:
1. S 1.3791
2. O -0.8212
3. O -0.5083
4. N -0.6760
5. N -0.0873

***

What should be chosen as the most stable of them? Choose 2).